No. 1
Molecular formula: C12H20N5O3
Method: DFT, ωB97M-V/def2-TZVPD

Properties
Multiplicity ... 1
LUMO energy ... -2.737 eV
ΔE to the lowest compared entry with this formula, charge and spin ... 0.0 kcal/mol
SMILES string ... CNC(=O)[C@@H](Cc1c[nH]c[nH+]1)NC(=O)[C@@H](C)NC(C)=O
Net charge ... +1
Kohn-Sham gap ... 9.43 eV

Structure (XYZ):
```
40
C12H20N5O3 | OMol25 | ωB97M-V/def2-TZVPD
C 0.578 -2.484 -1.058
N 0.777 -1.149 -0.472
C 0.122 -0.051 -0.876
O -0.650 -0.039 -1.818
C 0.369 1.253 -0.106
C -0.909 2.109 0.048
C -1.207 2.941 -1.150
C -1.359 4.284 -1.167
N -1.663 4.600 -2.496
C -1.756 3.472 -3.246
N -1.466 2.438 -2.416
N 1.089 1.111 1.204
C 0.617 0.465 2.280
O -0.532 0.011 2.267
C 1.551 0.205 3.501
C 0.980 0.673 4.843
N 1.822 -1.233 3.583
C 2.388 -1.877 2.551
C 2.555 -3.402 2.622
O 2.792 -1.306 1.534
H 1.568 -2.855 -1.390
H -0.039 -2.367 -1.931
H 0.086 -3.118 -0.340
H 1.412 -1.118 0.312
H 1.078 1.770 -0.771
H -0.760 2.786 0.905
H -1.766 1.555 0.358
H -1.282 4.950 -0.303
H -1.752 5.574 -2.869
H -2.118 3.334 -4.245
H -1.520 1.443 -2.625
H 2.043 1.296 1.178
H 2.505 0.732 3.322
H 0.079 0.166 5.124
H 0.781 1.748 4.808
H 1.721 0.597 5.630
H 1.502 -1.804 4.357
H 1.579 -3.849 2.403
H 2.916 -3.703 3.572
H 3.197 -3.721 1.771
```

Atomic partial charges in e from the Löwdin method, atoms 1 to 2: -0.017 0.062

=====

No. 2
Molecular formula: C13H18N4O3S
Method: DFT, ωB97M-V/def2-TZVPD

Properties
Multiplicity ... 1
LUMO energy ... -1.300 eV
ΔE to the lowest compared entry with this formula, charge and spin ... 195.1 kcal/mol
SMILES string ... [H]/N=C\Cc1cc(NCC)c2nsnc2c1.COC(=O)OC
Net charge ... 0
Kohn-Sham gap ... 7.30 eV

Structure (XYZ):
```
39
C13H18N4O3S | OMol25 | ωB97M-V/def2-TZVPD
H -0.283 -3.050 1.041
N -0.710 -3.127 1.982
C -1.441 -2.022 2.150
C -1.548 -0.857 1.013
C -0.350 0.174 1.296
C 1.133 -0.429 1.264
C 2.408 0.444 1.557
N 3.723 -0.215 1.520
C 4.710 0.497 0.654
C 6.203 -0.051 1.052
C 2.133 1.956 1.895
N 3.125 2.952 2.240
S 2.193 4.383 2.507
N 0.533 3.991 2.226
C 0.652 2.564 1.894
C -0.642 1.690 1.587
H -2.011 -1.952 3.143
H -1.457 -1.316 -0.029
H -2.598 -0.392 1.169
H 1.274 -1.552 1.045
H 4.091 -0.433 2.455
H 4.750 1.631 0.796
H 4.528 0.212 -0.452
H 6.162 -0.756 1.951
H 6.631 -0.542 0.101
H 6.908 0.831 1.314
H -1.698 2.114 1.580
C -5.462 -2.227 -4.027
O -4.246 -1.883 -3.364
C -4.037 -0.560 -3.247
O -4.771 0.312 -3.644
O -2.867 -0.379 -2.610
C -2.513 0.990 -2.413
H -5.525 -3.315 -4.064
H -6.324 -1.850 -3.472
H -5.464 -1.845 -5.050
H -3.257 1.495 -1.793
H -2.398 1.500 -3.372
H -1.555 1.017 -1.891
```

Atomic partial charges in e from the Löwdin method, atoms 1 to 2: 0.023 0.047

=====

No. 3
Molecular formula: FHIN
Method: DFT, ωB97M-V/def2-TZVPD

Properties
Multiplicity ... 1
LUMO energy ... -0.444 eV
ΔE to the lowest compared entry with this formula, charge and spin ... 9.5 kcal/mol
SMILES string ... FNI
Net charge ... 0
Kohn-Sham gap ... 9.24 eV

Structure (XYZ):
```
4
FHIN | OMol25 | ωB97M-V/def2-TZVPD
F 0.389 -0.164 1.219
N 0.180 -0.481 -0.117
I 0.419 1.197 -1.240
H -0.988 -0.552 0.138
```

Atomic partial charges in e from the Löwdin method, atoms 1 to 2: -0.277 -0.563

=====

No. 4
Molecular formula: C34H40N4O7SeTl
Method: DFT, ωB97M-V/def2-TZVPD

Properties
Multiplicity ... 1
LUMO energy ... 2.138 eV
ΔE to the lowest compared entry with this formula, charge and spin ... 34.2 kcal/mol
Net charge ... -1
Kohn-Sham gap ... 7.15 eV

Structure (XYZ):
```
87
C34H40N4O7SeTl | OMol25 | ωB97M-V/def2-TZVPD
Tl -0.067 0.346 -0.437
C 0.001 -2.550 2.404
C -0.424 -2.790 0.973
C 0.487 -3.298 0.037
C 1.863 -3.741 0.469
C 0.115 -3.399 -1.308
C 1.065 -3.977 -2.330
C -1.131 -2.928 -1.721
C -1.490 -2.883 -3.184
C -2.074 -2.486 -0.773
C -3.419 -2.011 -1.262
C -1.737 -2.475 0.585
C -2.749 -2.180 1.669
H 0.087 -3.471 2.991
H -0.681 -1.884 2.930
H 0.982 -2.071 2.420
H 2.646 -3.198 -0.062
H 2.002 -4.808 0.276
H 2.035 -3.576 1.528
H 1.925 -4.455 -1.868
H 1.438 -3.210 -3.011
H 0.566 -4.726 -2.948
H -2.215 -3.662 -3.445
H -0.621 -2.994 -3.826
H -1.934 -1.920 -3.438
H -4.026 -1.596 -0.461
H -3.990 -2.815 -1.736
H -3.299 -1.226 -2.011
H -2.694 -1.165 2.074
H -2.583 -2.852 2.513
H -3.765 -2.351 1.320
O 1.552 -0.954 -4.244
C 1.495 -0.631 -3.064
O 0.390 -0.404 -2.447
C 2.814 -0.503 -2.302
C 3.949 -0.467 -3.087
C 5.213 -0.340 -2.530
C 5.381 -0.259 -1.159
C 4.263 -0.337 -0.372
C 2.931 -0.439 -0.873
O 1.952 -0.453 -0.038
N 4.470 -0.270 1.075
O 3.919 -1.091 1.776
O 5.210 0.608 1.492
N 6.382 -0.285 -3.388
O 6.217 -0.316 -4.593
O 7.478 -0.189 -2.858
H 3.822 -0.544 -4.157
H 6.361 -0.140 -0.721
C -2.705 3.855 -0.156
C -2.427 2.344 -0.340
C -3.451 1.553 0.496
C -0.994 2.166 0.149
C -2.579 2.015 -1.826
C -3.779 1.528 -2.348
C -3.902 1.209 -3.693
C -2.824 1.368 -4.552
C -1.635 1.875 -4.056
C -1.523 2.209 -2.714
H -2.601 4.127 0.895
H -3.727 4.082 -0.473
H -2.007 4.442 -0.752
H -3.245 1.646 1.568
H -3.359 0.499 0.228
H -4.484 1.866 0.325
H -0.987 2.152 1.243
H -4.629 1.369 -1.700
H -4.840 0.815 -4.066
H -2.908 1.091 -5.595
H -0.775 1.989 -4.703
H -0.591 2.610 -2.337
C 0.628 0.982 3.569
N -0.474 1.908 3.785
C -0.504 3.224 3.367
C -1.699 3.726 3.725
N -2.395 2.712 4.357
C -3.754 2.793 4.848
C -1.642 1.584 4.394
Se -2.108 -0.041 5.112
H 1.564 1.533 3.613
H 0.539 0.493 2.600
H 0.596 0.226 4.348
H 0.322 3.675 2.848
H -2.116 4.706 3.583
H -4.087 3.825 4.767
H -3.793 2.464 5.885
H -4.404 2.144 4.262
```

Atomic partial charges in e from the Löwdin method, atoms 1 to 2: 1.135 -0.047

=====

no.,energy (eV)
1,-26357.7086
2,-36704.1228
3,-12320.9721
4,-126236.3229